[1]
ORCA calculation (ωB97M-V with the def2-TZVPD basis set) on an isolated molecule of C6H11NO at a distorted geometry.

Output
SMILES = CC(C)N/C=C/C=O
lowest unoccupied orbital energy = 0.0133 hartree
total charge = 0
HOMO = -0.2995 Eh
relative energy (zero: lowest compared OMol25 entry of this formula, charge and spin) = 483.9 kJ/mol
Kohn-Sham gap = 8.5 eV
largest force on an atom = 8.561 eV Å⁻¹

Geometry (Å):
C1 1.528 -0.690 1.246
C2 1.473 -0.104 -0.201
C3 1.361 1.472 -0.351
N1 0.334 -0.713 -0.791
C4 -1.045 -0.759 -0.540
C5 -1.770 0.289 0.172
C6 -3.204 -0.081 -0.171
O1 -4.146 0.308 0.539
H1 2.190 -1.723 1.233
H2 2.238 0.157 1.696
H3 0.533 -0.631 2.011
H4 2.189 -0.420 -0.865
H5 0.471 1.889 0.118
H6 1.267 1.818 -1.370
H7 2.251 2.065 0.028
H8 0.612 -1.895 -1.167
H9 -1.593 -1.641 -0.978
H10 -1.286 1.104 0.590
H11 -3.402 -0.443 -1.197

***

[2]
ORCA calculation (ωB97M-V with the def2-TZVPD basis set) on an isolated molecule of C6H11NO.

Output
SMILES = CC(C)=C(C)C(N)=O
lowest unoccupied orbital energy = 0.0312 hartree
total charge = 0
HOMO = -0.2653 Eh
relative energy (zero: lowest compared OMol25 entry of this formula, charge and spin) = 236.5 kJ/mol
Kohn-Sham gap = 8.1 eV
largest force on an atom = 0.516 eV Å⁻¹

Geometry (Å):
C1 1.814 0.063 0.943
C2 0.668 0.466 0.067
C3 0.924 1.675 -0.786
C4 -0.375 -0.493 -0.253
C5 -0.224 -1.954 -0.527
C6 -1.416 0.213 0.305
N1 -2.757 -0.074 0.339
O1 -0.958 1.267 0.930
H1 2.185 0.923 1.503
H2 1.539 -0.732 1.634
H3 2.640 -0.292 0.315
H4 1.299 2.518 -0.202
H5 0.032 1.972 -1.331
H6 1.699 1.402 -1.514
H7 -1.169 -2.470 -0.341
H8 0.077 -2.181 -1.556
H9 0.523 -2.416 0.131
H10 -3.328 0.603 0.822
H11 -3.173 -0.488 -0.479

***

[3]
ORCA calculation (ωB97M-V with the def2-TZVPD basis set) on a cluster of 2 separate species, C6H11NO in total at a distorted geometry.

Output
SMILES = Cc1cc[nH]c1C.O
lowest unoccupied orbital energy = 0.0302 hartree
total charge = 0
HOMO = -0.2931 Eh
relative energy (zero: lowest compared OMol25 entry of this formula, charge and spin) = 74.6 kJ/mol
Kohn-Sham gap = 8.8 eV
largest force on an atom = 1.974 eV Å⁻¹

Geometry (Å):
C1 -2.176 0.470 -0.702
C2 -0.934 0.466 0.138
C3 -0.944 -0.138 1.435
C4 0.322 -0.138 1.924
N1 1.113 0.437 0.964
C5 0.361 0.814 -0.124
C6 1.058 1.242 -1.378
H1 -2.154 0.829 -1.729
H2 -2.718 -0.451 -0.655
H3 -2.795 1.235 -0.213
H4 -1.870 -0.518 1.844
H5 0.721 -0.394 2.893
H6 2.103 0.602 1.020
H7 2.073 1.581 -1.131
H8 0.660 2.177 -1.775
H9 1.150 0.418 -2.083
O1 1.009 -2.891 -0.325
H10 1.357 -2.142 0.165
H11 1.665 -3.597 -0.266

***

[4]
ORCA calculation (ωB97M-V with the def2-TZVPD basis set) on a cluster of 2 separate species, C6H11NO in total at a distorted geometry.

Output
SMILES = C=C=CO.C=CNC
lowest unoccupied orbital energy (spin up / spin down) = 0.0170 / 0.0171 hartree
total charge = 0
HOMO (spin up / spin down) = -0.2700 / -0.2699 Eh
relative energy (zero: lowest compared OMol25 entry of this formula, charge and spin) = 526.5 kJ/mol
Kohn-Sham gap (spin up / spin down) = 7.8 / 7.8 eV
largest force on an atom = 3.762 eV Å⁻¹

Geometry (Å):
C1 -1.598 -0.615 -1.564
C2 -1.027 -0.936 -0.431
C3 -0.421 -1.874 0.326
O1 -0.218 -3.181 0.004
H1 -1.134 -0.813 -2.522
H2 -2.466 0.031 -1.604
H3 -0.358 -1.748 1.399
H4 -0.414 -3.318 -0.931
C4 -0.733 1.858 0.900
C5 0.028 0.805 1.298
N1 1.317 0.415 0.813
C6 1.737 0.912 -0.484
H5 -0.745 2.167 -0.132
H6 -1.493 2.236 1.560
H7 -0.042 0.542 2.351
H8 2.058 0.475 1.503
H9 2.672 0.428 -0.762
H10 0.984 0.614 -1.214
H11 1.853 2.000 -0.511

***

[5]
ORCA calculation (ωB97M-V with the def2-TZVPD basis set) on an isolated molecule of C6H11NO at a distorted geometry.

Output
SMILES = N[C@@H]1[C@H]2CCC[C@]12O
lowest unoccupied orbital energy = 0.0312 hartree
total charge = 0
HOMO = -0.3060 Eh
relative energy (zero: lowest compared OMol25 entry of this formula, charge and spin) = 572.9 kJ/mol
Kohn-Sham gap = 9.2 eV
largest force on an atom = 4.093 eV Å⁻¹

Geometry (Å):
N1 2.698 -0.317 -0.147
C1 1.594 0.631 0.228
C2 0.341 -0.062 0.982
C3 -1.151 0.170 1.257
C4 -1.724 -0.636 -0.136
C5 -0.621 -0.553 -1.279
C6 0.289 0.429 -0.498
O1 -0.493 1.721 -0.382
H1 2.402 -1.132 -0.884
H2 3.177 -0.641 0.787
H3 1.893 1.783 0.266
H4 0.606 -1.208 1.198
H5 -1.585 1.141 1.477
H6 -1.179 -0.332 2.226
H7 -1.935 -1.692 0.203
H8 -2.733 -0.304 -0.481
H9 -1.035 0.110 -2.024
H10 -0.136 -1.463 -1.591
H11 -0.409 2.356 -1.201

***

[6]
ORCA calculation (ωB97M-V with the def2-TZVPD basis set) on an isolated molecule of C6H11NO at a distorted geometry.

Output
SMILES = C[C@H]1CN2C[C@@H]2[C@@H]1O
lowest unoccupied orbital energy = 0.0380 hartree
total charge = 0
HOMO = -0.3246 Eh
relative energy (zero: lowest compared OMol25 entry of this formula, charge and spin) = 412.4 kJ/mol
Kohn-Sham gap = 9.9 eV
largest force on an atom = 2.910 eV Å⁻¹

Geometry (Å):
C1 0.488 -2.082 -0.634
C2 -0.347 -0.995 0.139
C3 0.408 -0.215 1.242
N1 0.051 1.179 0.929
C4 0.368 2.338 0.133
C5 0.187 1.092 -0.586
C6 -0.916 0.063 -0.797
O1 -2.125 0.676 -0.360
H1 1.218 -1.612 -1.264
H2 0.962 -2.732 0.140
H3 -0.173 -2.633 -1.236
H4 -1.217 -1.463 0.629
H5 0.095 -0.456 2.249
H6 1.524 -0.421 1.123
H7 1.401 2.780 0.105
H8 -0.364 3.083 0.410
H9 1.119 0.643 -0.916
H10 -0.903 -0.311 -1.767
H11 -1.777 1.068 0.458